This record from OMol25 describes a structure of composition C56H44InN11O3S. The level of theory is ωB97M-V with the def2-TZVPD basis set.

E_LUMO ... -5.23 eV
Frontier orbital gap ... 6.4 eV
Total charge ... +2

Last column: Mulliken charge in e.
Element x y z (Å)
C: 5.2647 -7.2587 8.8529  -0.694
H: 3.8754 -3.7118 8.8075  0.471
H: -2.9624 4.5384 -2.4089  0.587
C: -3.4998 -1.0126 1.4204  0.167
C: -1.5832 5.1922 0.3169  -0.446
C: -0.2424 7.3051 -0.7894  -0.856
C: 4.2223 -6.0844 6.4920  -0.677
C: -5.6740 -0.1338 0.8678  -0.952
In: 0.4122 0.6110 -1.5690  2.678
C: 1.6272 1.2985 -5.7629  -0.830
H: -4.3678 -1.1835 -0.5176  0.424
C: 3.8798 -4.1422 7.8438  -0.251
C: -2.7000 -3.4063 0.7814  -0.702
H: -6.4339 0.0203 0.0988  0.420
C: -5.7637 0.3420 2.1582  -0.538
C: 2.7270 2.6798 -0.7712  0.729
N: -0.7921 -1.3998 -2.9553  0.562
H: -2.8073 -0.5796 3.4400  0.439
H: -2.5537 6.5632 1.5721  0.423
H: -4.8576 0.7577 -2.9324  0.575
H: -0.6539 2.1680 1.0654  0.259
C: 1.2717 1.9233 -4.4344  -0.853
H: 3.7412 4.1853 0.0010  0.225
H: -3.7825 -3.4981 0.9175  0.378
C: -4.7290 0.2147 3.0883  -1.038
C: 2.7656 -3.6490 -0.1507  -0.661
C: 4.2892 -5.4363 7.7280  0.998
C: 0.0138 5.3948 -5.2079  -0.768
N: 3.8028 3.2582 -0.3010  -0.355
H: 4.6738 2.8033 -0.1882  0.236
C: -1.3112 5.1529 -5.5293  -0.714
C: -4.1410 2.7820 -2.5861  -1.184
C: -3.5695 -0.4605 2.6848  -0.206
C: 3.4512 -3.3938 6.7647  -0.781
C: 2.2264 -2.7661 0.7928  0.085
N: 1.6035 3.4584 -0.7774  -1.596
H: -2.8476 3.6436 -5.6340  0.517
H: 1.7200 -2.1239 -2.9284  0.261
H: -4.8947 0.6793 4.0190  0.514
C: 2.3536 -2.8585 2.2031  0.412
C: -1.8023 2.8016 -1.7445  0.623
C: -1.1694 7.5433 0.2140  -0.484
C: 3.4444 -4.0360 5.5213  0.270
H: -2.1371 4.3560 0.7053  0.488
H: -1.4476 1.7655 -4.9919  0.120
C: -2.9630 3.4653 -2.2103  -0.711
H: -2.0115 5.8769 -5.9330  0.462
H: 4.6606 -7.9407 8.1804  0.272
C: -1.8160 6.4357 0.8017  -0.837
O: -2.2768 -3.6551 -0.5673  -0.540
C: 0.2480 -0.0734 -4.6408  0.779
H: -0.4081 -2.1944 -6.1826  0.792
H: 3.4576 -4.4562 0.1322  0.418
C: 0.9044 -0.6724 1.1914  -0.787
H: 5.1554 -7.7345 9.8461  0.238
H: 2.0997 2.1784 -3.7835  0.681
N: 2.0187 -2.2891 4.3795  -0.834
H: 0.8036 0.1123 4.5283  0.568
H: 1.8312 4.5341 -4.5129  0.480
C: 0.7981 4.3428 -4.7514  -0.146
H: 0.8058 5.8934 -2.0114  0.451
C: 1.7770 -2.3387 -1.8623  -0.273
H: -1.4866 8.5792 0.3764  0.361
H: 0.1595 8.1202 -1.3315  0.441
O: 4.6685 -5.9915 8.9067  -0.428
H: 3.1802 -2.3246 6.9196  0.382
C: 2.7866 -3.3632 4.3192  0.288
C: -1.2938 -3.4900 -4.6338  -1.111
N: -1.8078 1.4332 -1.6986  0.819
C: -1.4230 -2.5213 -2.5071  -0.608
C: -4.0417 1.3792 -2.5630  -1.155
H: 3.6668 -4.3915 2.6597  0.245
H: -4.9858 3.4109 -2.7878  0.548
C: -0.4615 -1.3304 -4.2436  -0.583
H: -2.2427 -4.4260 -2.9943  0.593
O: 0.6865 0.1512 -5.8367  -0.561
N: -1.8226 -1.4777 -0.3686  0.613
C: 0.0699 6.0168 -1.2127  -0.059
H: -6.6410 0.7609 2.5808  0.450
H: 6.3528 -7.1301 8.6442  0.301
C: -0.0039 1.2716 2.9185  -1.194
N: 0.5261 0.8039 -3.7730  -0.248
N: 0.4821 2.8669 -1.2698  1.088
C: -0.1635 1.3035 1.5169  -0.318
C: -2.3197 -1.8911 0.9939  0.427
C: -0.6797 -2.2922 -5.1717  -0.700
H: -2.7697 -0.3111 -2.1877  0.307
C: 2.5406 -3.4625 -1.5072  -1.470
H: 1.3652 1.9642 -6.5669  0.433
H: 2.6274 0.9345 -5.7677  0.331
H: -2.1558 -4.0269 1.4931  0.371
H: -0.3338 2.1090 3.5738  0.510
H: 3.6952 -5.9479 4.4301  0.177
H: -1.5085 -1.7805 1.6972  0.124
H: 2.9729 -4.0913 -2.3135  0.473
C: 1.0155 -0.8456 2.5704  1.080
C: -1.7830 -2.5121 -1.0666  0.100
C: -4.5333 -0.8287 0.4896  -0.044
C: -2.8511 0.7742 -2.1689  -0.076
C: 3.7515 -5.3769 5.3888  -0.794
H: 4.4707 -7.1595 6.4600  0.183
N: 0.2594 0.3610 0.6637  0.473
S: 2.8370 1.0285 -1.1967  -0.613
C: -0.6931 4.9395 -0.7845  -0.248
C: -1.7522 -3.5202 -3.3437  0.040
H: 0.5199 6.3294 -5.4268  0.479
C: 0.3142 3.0655 -4.6603  0.666
N: 3.0372 -3.6717 3.0050  -0.104
C: -0.6405 3.5507 -1.2598  0.057
C: -1.8243 3.8507 -5.4050  -0.615
H: -1.5478 -4.4098 -5.1900  0.433
C: -1.0369 2.7890 -4.9747  -0.047
C: 1.4380 -1.6952 0.3036  0.275
C: 1.7599 -1.9884 3.0937  1.163
N: 1.2679 -1.4940 -1.0236  0.494
C: 0.6251 0.1706 3.4503  -1.036

This record from OMol25 describes a structure of composition C56H45As2Cl3N4O6Ti. The level of theory is ωB97M-V with the def2-TZVPD basis set.

E_LUMO (spin up / spin down) ... -0.60 / -2.22 eV
Multiplicity ... 3
Frontier orbital gap (spin up / spin down) ... 6.4 / 4.7 eV

Last column: Mulliken spin population.
Element x y z (Å)
C: -3.5704 -0.4009 4.6899  -0.001
C: -1.6419 2.6309 2.1507  0.024
C: -2.5101 -7.0388 -0.2355  0.000
H: -5.1014 0.0999 -0.0944  -0.004
C: -4.0315 0.1215 -0.2087  0.048
H: 1.2730 5.8061 -3.6832  0.001
H: -4.6249 4.1508 2.5429  0.000
O: 4.3395 0.4982 1.5487  -0.001
H: 4.2461 2.7520 0.0454  -0.002
C: -0.4715 3.0243 -4.2287  -0.036
C: -1.6933 -5.3639 1.2588  0.000
C: 1.2647 2.7676 -6.3761  0.020
H: -1.3001 -1.8504 -0.0125  -0.002
Ti: 0.7002 0.3954 -0.0997  1.157
As: 0.7582 2.9086 0.5862  0.035
O: 0.7179 -1.7079 0.9477  0.007
N: 0.9490 0.3880 2.6087  -0.058
C: -1.0702 3.4047 1.1371  0.001
H: 4.9096 0.3810 3.0321  0.000
H: -4.6066 -0.5893 4.9303  0.000
O: 5.0857 0.3455 4.0230  0.000
N: 0.4655 0.2427 3.8497  0.012
C: -0.3522 -5.7453 1.0628  0.000
C: -1.8393 4.4613 0.6397  0.006
H: -3.6837 5.5279 0.7119  0.000
C: 4.0017 0.3417 4.7648  0.000
H: 1.9493 2.6673 -7.2070  0.001
H: 3.9201 1.0265 -1.6534  0.005
H: 3.8947 -3.4392 -0.9536  0.000
C: 2.2778 0.4129 2.7126  0.032
H: -1.4772 2.1542 -1.0839  -0.028
C: 1.1809 6.9778 -1.8930  0.000
Cl: 1.2290 -0.0733 6.4026  0.000
H: -3.7119 -1.9815 0.1664  -0.001
C: 1.4741 0.1929 4.7530  0.000
H: -3.2866 2.2984 3.4723  0.000
H: 3.5143 2.3170 -2.9036  -0.012
C: -1.2062 -7.4294 -0.4776  0.000
C: -2.7528 -5.9929 0.6374  0.000
H: 1.1948 3.6563 -2.5165  0.021
C: -0.3713 -1.8243 -3.1872  0.037
C: -1.6602 -0.7423 3.2742  0.007
C: 1.1304 4.5737 -1.9425  0.035
H: -3.4972 -2.9083 -3.8495  0.001
C: -0.1501 -6.7996 0.1559  0.000
H: 0.1444 4.3501 -7.2799  0.000
H: -2.0224 1.0866 -3.5952  -0.016
As: 0.9498 0.7154 -2.7368  0.502
C: 1.3969 1.9559 -5.2648  0.039
H: -0.9220 1.3493 5.8428  0.000
H: -3.3284 -7.5444 -0.7216  0.000
C: -0.5679 -0.4437 -3.1896  -0.012
C: 2.6773 0.3088 4.0692  0.015
H: 5.0921 -6.0948 2.1674  0.000
C: 1.2043 5.7905 -2.6044  0.004
H: -1.4506 5.0944 -0.1490  0.000
H: 3.8361 4.0546 -1.1795  0.001
N: 0.6451 -5.1427 1.7813  0.000
C: -1.8401 0.0231 -3.5151  0.071
Cl: -2.0264 -4.0257 2.3229  0.000
H: 2.7311 -6.3152 2.8726  0.000
H: 0.6311 -2.1996 -3.0307  0.006
C: -2.9938 -0.9665 3.5643  0.007
C: 1.1162 -2.0724 -0.1726  -0.010
C: -3.1062 4.7166 1.1340  -0.001
N: -1.2080 0.2117 -0.3714  -0.042
H: -1.0802 1.7890 2.5293  -0.024
H: 5.6746 -4.6100 0.2810  0.000
C: 1.1012 6.9409 -0.5086  0.000
C: -3.3645 1.2807 -0.6062  -0.022
O: 2.4646 0.5608 0.3824  -0.044
H: 2.1868 1.2068 -5.2162  -0.015
H: -1.3974 4.5800 -5.3701  0.000
H: -1.1346 3.1668 -3.3815  -0.012
C: -3.6382 3.9470 2.1557  0.003
H: -1.2325 -3.7764 -3.3626  0.000
C: 0.2528 3.7118 -6.4154  -0.001
C: -1.9994 1.2763 -0.7069  0.040
C: -2.8946 2.8962 2.6647  0.004
H: -3.5857 -1.5856 2.9101  0.002
C: -2.8210 0.4281 5.5080  0.000
H: 1.2409 7.9252 -2.4087  0.000
C: -1.4108 -2.7094 -3.3977  -0.020
C: -2.6791 -2.2247 -3.6742  0.033
H: 0.9307 5.6855 1.2263  -0.001
C: 1.0071 5.7276 0.1426  0.002
C: 2.9994 -5.6815 2.0412  0.000
C: 0.5316 2.0645 -4.1737  0.016
C: 4.6452 -4.7310 0.5800  0.000
C: 1.2503 -3.5398 -0.5564  0.001
C: 1.9952 -5.0227 1.3449  0.000
H: 1.5113 -3.5871 -1.6150  0.000
Cl: 1.4488 -7.3644 -0.2133  0.000
C: 3.1098 0.4962 1.4754  -0.012
C: -0.6126 3.8379 -5.3411  0.002
H: 1.1081 7.8580 0.0629  0.000
H: -1.1952 -1.1952 2.4105  -0.002
C: -0.9070 0.0684 4.1155  0.010
C: 3.6473 -4.0733 -0.1139  0.000
C: 4.3184 -5.5509 1.6475  0.000
O: 1.3571 -1.2219 -1.0662  0.108
H: -3.8592 -0.4769 -4.0072  0.001
C: -2.8788 -0.8577 -3.7559  -0.010
H: -3.7610 -5.6631 0.8329  0.000
C: -1.4928 0.6842 5.2164  0.000
H: -3.2804 0.8902 6.3694  0.000
O: 4.0437 0.3628 5.9704  0.000
C: 0.9887 4.5205 -0.5628  -0.026
H: -0.9925 -8.2348 -1.1612  0.000
C: 3.7756 2.0739 -1.8800  0.026
C: 3.9475 3.0041 -0.9607  0.003
C: -1.8889 -0.9474 -0.1267  0.089
C: -3.2551 -1.0246 -0.0365  -0.021
H: -3.9109 2.1789 -0.8483  0.002
C: 2.3155 -4.2234 0.2483  0.001
H: 0.2737 -4.0080 -0.4111  0.000
H: 0.3258 -4.3444 2.3206  0.000

In order of appearance, calculated total energy = -3576.404331, -9533.074306 Ha.
In order of appearance, energy relative to the best compared isomer or geometry (same formula, charge and spin) = 0.00, 165.47 kJ/mol.